No. 1
52
Properties=species:S:1:pos:R:3 method="wB97M-V/def2-TZVPD" relative_energy_kcal_mol=1.04 total_energy_ha=-1454.45816 charge=-1 lumo_energy_ev=2.45 homo_lumo_gap_ha=0.262 multiplicity=1 homo_energy_ev=-4.68
S -2.13 2.65 1.18
O -1.26 -1.68 2.76
O -2.49 -2.62 -2.23
O 2.17 -3.03 -3.72
O -2.10 -3.00 0.50
O 1.40 4.37 1.67
O 3.10 2.26 1.19
O 1.47 -1.37 -5.77
O -0.10 -3.95 -2.44
O 1.54 2.28 3.47
O -0.81 0.94 3.12
N 0.64 0.34 -0.87
C 0.20 1.75 -0.95
C 1.99 -1.69 1.82
C -2.26 1.59 -0.31
C 1.13 -1.64 0.58
C 0.39 -0.29 0.43
C -1.23 1.94 -1.39
H 0.51 4.40 1.32
H -0.18 -3.88 -1.47
H 0.37 -2.43 0.60
H 1.71 -1.81 -0.33
H -3.28 1.64 -0.71
H -2.88 -3.39 0.91
H -0.37 -2.00 2.95
H 0.38 2.25 -0.01
H -0.68 -0.40 0.65
H -2.16 0.53 -0.04
H -1.40 3.00 -1.64
H 1.36 3.75 2.46
H -1.10 -0.69 2.90
H -2.71 -1.69 -2.37
H 1.74 -2.16 -5.26
H 2.80 -0.96 1.76
H 2.47 -2.67 1.93
H 2.78 1.83 0.38
H -1.31 1.56 2.35
H 2.25 -2.23 -3.20
H 1.37 -3.44 -3.31
H 0.69 1.78 3.36
H 2.17 2.01 2.76
H 2.62 3.13 1.19
H 1.46 -1.46 2.74
H -1.29 1.14 3.93
H -1.42 1.43 -2.34
H -0.97 -3.56 -2.69
H 1.33 -0.71 -5.07
H -2.38 -2.73 -1.25
H -1.81 -2.35 1.22
H 0.69 0.38 1.23
H 0.86 2.22 -1.69
H 0.15 -0.23 -1.55

=====

No. 2
52
Properties=species:S:1:pos:R:3 method="wB97M-V/def2-TZVPD" relative_energy_kcal_mol=152.94 smiles="CCCCCC=O.O.O.O.O.O.O.O.O.O.O.O" total_energy_ha=-1151.69236 lumo_energy_ev=-0.15 homo_lumo_gap_ha=0.385 multiplicity=1 homo_energy_ev=-10.63
O -3.79 2.71 0.36
O -3.04 -1.51 2.33
O 4.00 -0.69 2.50
O -4.25 -0.50 -0.45
O -0.92 -0.35 4.29
O 3.01 0.68 -1.54
O 0.30 0.90 -4.27
O 1.18 1.13 2.44
O 0.10 1.50 -0.48
O -1.21 4.30 -0.06
O -1.38 0.03 0.97
O 1.23 3.66 1.42
C 1.27 -3.45 -1.57
C -0.01 -3.77 -0.51
C 3.33 -0.53 -1.72
C -1.33 -3.12 -0.98
C 2.58 -1.38 -2.75
C 1.28 -1.84 -1.98
H -1.67 -0.18 4.73
H 4.28 -0.88 -1.44
H -3.29 -1.01 1.52
H -1.05 3.45 -0.17
H 1.19 -4.19 -2.44
H 1.01 1.40 -0.60
H 0.59 0.30 -4.93
H 0.43 -1.48 -2.64
H -0.98 0.73 0.37
H -0.44 4.43 0.57
H 2.29 -0.85 -3.65
H -1.80 -0.66 0.74
H 3.42 -1.46 2.54
H 0.87 1.67 -4.32
H 0.25 0.66 2.43
H 1.12 -1.35 -0.94
H 0.05 -4.84 -0.35
H -3.12 3.25 -0.04
H 3.70 0.12 2.25
H -1.84 -3.17 -2.04
H -1.03 -0.80 3.58
H -3.39 2.01 0.81
H 2.97 -2.29 -3.14
H 1.48 1.14 3.36
H -1.26 -1.99 -0.85
H -3.24 -0.47 -0.43
H -4.32 0.40 -0.99
H 1.92 3.25 0.76
H -3.94 -1.37 2.86
H 2.20 -3.70 -1.10
H -0.15 1.50 -1.48
H 0.96 2.77 1.79
H 0.26 -3.25 0.50
H -2.08 -3.40 -0.23

=====

No. 3
54
Properties=species:S:1:pos:R:3 method="wB97M-V/def2-TZVPD" relative_energy_kcal_mol=77.62 smiles=C[C@@H](N)CCCCN.O.O.O.O.O.O.O.O.O.O total_energy_ha=-1112.04234 lumo_energy_ev=0.17 homo_lumo_gap_ha=0.346 multiplicity=1 homo_energy_ev=-9.24
O 0.61 -1.68 2.93
O 3.35 -1.20 -0.22
O 3.79 0.58 -2.09
O -0.26 3.23 -1.04
O -0.86 -4.28 1.43
O 3.03 -2.32 2.18
O 0.90 3.00 -3.93
O -3.29 2.14 -1.26
O -4.36 -0.93 -1.45
O 2.72 1.12 0.81
N -0.60 -2.75 -1.11
N 0.09 2.32 2.88
C -1.03 -0.77 0.28
C -1.18 -1.40 -1.15
C -0.40 -0.57 -2.24
C -0.90 0.75 0.23
C -1.02 1.28 2.85
C -1.71 1.31 1.46
H 0.20 -2.33 3.51
H -0.36 -3.01 -2.04
H -3.58 -1.47 -1.70
H -4.64 -1.32 -0.60
H -0.19 3.06 3.50
H 0.34 2.39 -3.44
H 0.16 0.98 0.20
H -0.10 -1.22 0.69
H 3.14 -1.73 1.42
H -1.21 -4.18 0.53
H 0.19 -2.81 -0.46
H -0.56 2.97 -0.13
H -0.41 -0.82 -3.29
H 1.20 3.60 -3.21
H 3.44 -1.11 -1.18
H 0.60 -0.37 -1.94
H 3.36 0.90 1.49
H -1.88 -1.16 0.81
H -0.93 0.41 -2.37
H 3.06 -3.22 1.86
H -1.13 3.16 -1.48
H 3.77 1.22 -2.82
H -0.85 -3.39 1.79
H 3.13 -0.32 0.19
H -2.14 -1.59 -1.67
H -1.42 1.17 -0.61
H 0.11 2.69 1.93
H 1.58 -1.84 2.93
H -2.65 0.87 1.27
H -0.51 0.38 3.19
H -3.67 3.01 -1.40
H -1.88 2.36 1.19
H 3.57 1.18 -1.33
H -1.89 1.54 3.54
H -4.04 1.53 -1.21
H 1.86 1.11 1.27

=====

No. 4
55
Properties=species:S:1:pos:R:3 method="wB97M-V/def2-TZVPD" relative_energy_kcal_mol=0.00 total_energy_ha=-1207.61287 charge=+1 lumo_energy_ev=-2.68 homo_lumo_gap_ha=0.369 multiplicity=1 homo_energy_ev=-12.71
O 2.84 2.83 -1.57
O 3.30 2.22 1.24
O -2.96 3.12 -3.69
O 6.91 -3.55 -1.20
O -1.71 -1.56 0.37
O -3.29 2.84 -0.92
O -0.51 1.46 3.60
O -5.83 1.70 -0.60
O 5.25 -1.48 0.32
O -2.15 -0.03 5.46
O 1.71 -3.29 -2.04
O -0.14 -3.72 1.85
N -1.21 0.90 -0.98
C -2.62 -1.15 -0.62
C 0.84 -0.48 -0.63
C 1.97 -0.79 0.34
C -0.25 0.33 0.05
C -2.05 -0.16 -1.64
C -1.10 -0.46 1.01
H -2.92 -2.04 -1.17
H -3.10 2.57 -1.83
H 3.31 2.54 -2.36
H 1.20 0.06 -1.52
H 1.72 -1.67 0.94
H -6.40 2.33 -1.05
H -0.69 1.41 -1.69
H -3.51 -0.73 -0.14
H 2.16 0.05 1.01
H 3.09 2.49 2.14
H -1.85 1.59 -0.55
H -2.50 0.63 6.06
H 0.03 -4.40 1.19
H 0.19 1.18 0.58
H 3.06 2.96 0.66
H -1.43 -0.65 -2.39
H 5.80 -1.72 1.07
H 0.42 -1.41 -1.01
H 2.06 -3.98 -1.48
H 2.90 -1.01 -0.18
H -4.08 2.32 -0.65
H -0.48 -0.82 1.83
H 7.34 -3.95 -0.45
H 5.32 -0.52 0.27
H 6.29 -2.90 -0.85
H -0.63 -3.04 1.40
H -6.41 1.02 -0.25
H -1.02 2.15 3.16
H -1.67 -0.65 6.01
H -2.87 0.35 -2.13
H -2.78 3.10 -4.63
H -1.16 0.83 3.95
H -2.73 4.01 -3.41
H -1.88 0.18 1.46
H 2.20 2.13 -1.40
H 2.33 -3.25 -2.78

=====

No. 5
56
Properties=species:S:1:pos:R:3 method="wB97M-V/def2-TZVPD" relative_energy_kcal_mol=49.49 total_energy_ha=-1303.55458 lumo_energy_ev=0.25 homo_lumo_gap_ha=0.307 multiplicity=1 homo_energy_ev=-8.11
O -0.84 -2.44 2.88
O 1.13 -0.09 -3.35
O -3.23 -1.06 -0.86
O 0.63 3.33 2.20
O -1.34 -1.30 -2.90
O 2.92 0.67 -1.52
O 2.25 -1.89 1.76
O 3.37 0.18 3.12
O 1.50 -4.42 0.63
O 2.51 -2.99 -1.32
O -4.03 1.41 0.14
O -2.67 3.33 1.51
O -1.44 -3.36 -0.69
O 1.91 1.08 0.96
C -0.34 1.09 -0.52
C 0.32 3.32 -1.50
C -0.73 -0.84 1.04
C -0.85 2.33 -1.18
C -0.89 -1.20 2.31
C -0.99 0.46 0.46
H -1.58 -1.57 -3.79
H -3.20 3.52 2.31
H -0.39 -1.55 0.30
H 0.64 4.28 2.27
H 0.53 -4.44 0.52
H 1.72 0.67 -3.34
H -0.18 3.16 1.68
H 3.13 -0.24 -1.29
H 3.00 0.36 4.01
H 0.01 4.11 -2.18
H 3.09 -3.70 -1.58
H 0.48 0.69 -1.11
H 1.56 -1.23 1.54
H 1.69 -3.70 1.27
H -1.62 2.88 -0.64
H -3.70 0.60 -0.31
H -1.20 -2.93 -1.52
H 2.56 1.06 -0.69
H 1.15 2.88 -2.04
H 1.60 1.92 1.36
H -1.84 -2.66 -0.15
H -1.22 2.02 -2.17
H 0.62 3.68 -0.51
H 3.00 -0.69 2.82
H 2.77 0.93 1.40
H -0.47 -0.84 -2.92
H -0.69 -3.11 2.21
H 1.95 -3.45 -0.64
H -3.05 2.67 0.89
H -1.09 -0.56 3.15
H 2.88 -1.79 1.03
H -2.58 -1.16 -1.59
H -3.90 -1.65 -1.22
H 1.62 -0.76 -2.85
H -1.75 1.07 0.95
H -4.70 1.92 -0.35